{
  "formula": "C32H52F30N8O21S10",
  "method": "ωB97M-V/def2-TZVPD",
  "homo_ev": -5.247,
  "homo_lumo_gap_ha": 0.159,
  "energy_ha": -10245.890299,
  "total_charge": -2,
  "elements": ["C", "C", "C", "O", "C", "N", "H", "H", "H", "H", "H", "H", "H", "H", "H", "H", "H", "H", "C", "C", "C", "N", "C", "C", "C", "C", "C", "C", "H", "H", "H", "H", "H", "H", "H", "H", "H", "H", "H", "H", "H", "H", "H", "H", "H", "H", "H", "H", "C", "C", "C", "N", "C", "C", "C", "C", "C", "C", "H", "H", "H", "H", "H", "H", "H", "H", "H", "H", "H", "H", "H", "H", "H", "H", "H", "H", "H", "H", "C", "F", "F", "F", "S", "O", "O", "N", "S", "O", "O", "C", "F", "F", "F", "C", "F", "F", "F", "S", "O", "O", "N", "S", "O", "O", "C", "F", "F", "F", "C", "F", "F", "F", "S", "O", "O", "N", "S", "O", "O", "C", "F", "F", "F", "C", "F", "F", "F", "S", "O", "O", "N", "S", "O", "O", "C", "F", "F", "F", "C", "F", "F", "F", "S", "O", "O", "N", "S", "O", "O", "C", "F", "F", "F"],
  "coordinates": [[11.208474, 32.077649, -15.380165], [10.482482, 30.767808, -15.316861], [9.132088, 30.794987, -14.657269], [8.281556, 29.668904, -14.759032], [6.843570, 29.898391, -14.631352], [10.334648, 30.128239, -16.753429], [11.253322, 29.985228, -17.148011], [9.826904, 29.259345, -16.838944], [9.872798, 30.737839, -17.413121], [11.217729, 32.486079, -14.369629], [10.646098, 32.872930, -15.869402], [12.193016, 31.914946, -15.818700], [11.151809, 30.007835, -14.913684], [8.612561, 31.579729, -15.207151], [9.170943, 31.092618, -13.609419], [6.646437, 29.466861, -13.650017], [6.233338, 29.372594, -15.365689], [6.594272, 30.959406, -14.617138], [-5.412946, 17.808824, -4.649731], [-5.797281, 16.276823, -4.416961], [-4.777707, 15.683514, -3.432271], [-4.879075, 14.139457, -3.037279], [-6.409730, 13.747933, -2.867716], [-7.142731, 14.326127, -1.638171], [-6.410060, 14.126693, -0.317892], [-4.877482, 14.286096, -0.473515], [-4.083436, 13.651591, -1.755555], [-4.491405, 13.267588, -4.257463], [-4.576617, 17.906819, -5.341861], [-5.084888, 18.193651, -3.684118], [-6.241590, 18.352894, -5.102988], [-5.998924, 15.770575, -5.360969], [-6.788576, 16.168745, -3.976774], [-4.817717, 16.300880, -2.534850], [-3.715280, 15.706088, -3.674864], [-6.973419, 13.951576, -3.778153], [-6.464093, 12.659809, -2.834216], [-7.359771, 15.388863, -1.745877], [-8.139323, 13.890474, -1.566717], [-6.725796, 14.807401, 0.472700], [-6.644266, 13.208162, 0.220210], [-4.633218, 15.346390, -0.408467], [-4.499736, 13.919983, 0.481135], [-3.084180, 14.084845, -1.712268], [-3.933567, 12.572300, -1.727927], [-5.248950, 13.343723, -5.037489], [-4.452525, 12.221789, -3.952668], [-3.446601, 13.477056, -4.486785], [2.344575, 18.320530, -8.342556], [2.828727, 19.401273, -7.311638], [4.036581, 20.020616, -7.890097], [4.773101, 21.203099, -7.041596], [3.815403, 22.318689, -6.608507], [3.224675, 23.039365, -7.799311], [4.242506, 23.534398, -8.765005], [5.369557, 22.621469, -9.166015], [5.913551, 21.851427, -7.927094], [5.488969, 20.676983, -5.779023], [2.048929, 18.779407, -9.286023], [1.726025, 17.508657, -7.960011], [3.130314, 17.639246, -8.669039], [3.068379, 18.879447, -6.385150], [1.980596, 20.078134, -7.208512], [3.886607, 20.417264, -8.894223], [4.874942, 19.340544, -8.041016], [3.135054, 21.787322, -5.943028], [4.271387, 22.913138, -5.816796], [2.626142, 22.337518, -8.380059], [2.591991, 23.901306, -7.587460], [3.721915, 23.798766, -9.685438], [4.662464, 24.486523, -8.440678], [5.128893, 21.980849, -10.014419], [6.188376, 23.227369, -9.554014], [6.629871, 21.060579, -8.149645], [6.468425, 22.589960, -7.348483], [6.083256, 19.763489, -5.800148], [4.799273, 20.438478, -4.969377], [6.195964, 21.457176, -5.496953], [4.577688, 19.850064, -16.478813], [5.766903, 19.857533, -17.092948], [4.381616, 20.951826, -15.754785], [3.567415, 19.875393, -17.360469], [4.499822, 18.194216, -15.386443], [5.741594, 18.264447, -14.599163], [3.178697, 18.137137, -14.702370], [4.665865, 16.969512, -16.635186], [3.738538, 15.885536, -16.076986], [3.794894, 15.480253, -14.673003], [2.383942, 15.948920, -16.615516], [4.500091, 14.388820, -17.042592], [4.334482, 14.471981, -18.329134], [5.845878, 14.485614, -16.727145], [4.063223, 13.209163, -16.507551], [3.312950, 13.633344, 1.167991], [2.843258, 12.873102, 0.188793], [4.246134, 14.474066, 0.651237], [2.298700, 14.251198, 1.824065], [4.211574, 12.530692, 2.599421], [5.525273, 12.086069, 2.099928], [4.187130, 13.445562, 3.707899], [3.087301, 11.134682, 2.773983], [2.458262, 11.330661, 4.117017], [3.277949, 11.381368, 5.322270], [1.465498, 12.440985, 4.108891], [1.414964, 9.655601, 4.376389], [0.238403, 9.603185, 3.695402], [2.082304, 8.567878, 3.999751], [1.136106, 9.463058, 5.678425], [-3.269217, 27.742185, -10.821074], [-3.431658, 29.074539, -10.764182], [-2.517142, 27.267055, -9.786125], [-4.449630, 27.184063, -10.714499], [-2.445819, 27.274575, -12.456336], [-1.221977, 28.076470, -12.405960], [-2.344199, 25.818948, -12.463020], [-3.740195, 27.694897, -13.567344], [-2.957944, 28.081950, -14.761174], [-2.571952, 29.432391, -14.789651], [-1.956337, 27.084115, -15.178803], [-4.257587, 27.850672, -16.155825], [-5.479886, 28.019770, -15.596193], [-4.183001, 28.624908, -17.207184], [-4.197593, 26.579226, -16.611453], [4.845034, 23.793228, 2.763387], [4.533627, 24.667659, 3.636747], [5.394600, 22.705230, 3.319826], [3.857049, 23.294768, 2.003004], [6.134502, 24.493291, 1.549082], [7.087532, 25.092075, 2.471560], [6.461714, 23.360342, 0.694093], [5.311532, 25.738821, 0.720433], [6.464510, 26.472352, 0.016876], [7.361068, 27.207059, 0.953386], [7.188122, 25.556072, -0.852826], [5.452663, 27.621950, -1.236011], [5.277281, 26.867522, -2.332045], [4.293990, 27.931734, -0.760162], [6.156463, 28.646046, -1.604439], [13.937824, 19.267654, -8.637757], [13.187051, 20.383807, -8.571351], [13.680338, 18.649463, -9.820402], [15.192312, 19.719747, -8.692818], [13.599327, 18.009238, -7.198197], [13.698051, 18.844169, -6.007044], [12.196065, 17.647522, -7.349645], [14.837248, 16.852430, -7.475193], [15.520222, 16.842832, -6.116163], [16.363924, 18.055141, -5.950910], [14.717896, 16.537057, -4.967945], [16.748337, 15.232548, -6.223431], [17.775082, 15.343628, -5.323557], [16.092342, 14.060939, -6.000459], [17.201471, 15.188351, -7.466913]],
  "forces_ev_per_angstrom": [[-0.696, 0.343, 0.075], [0.230, -2.553, -0.495], [-2.237, 0.794, -0.249], [0.833, -0.592, -1.352], [0.792, -0.147, 1.253], [0.039, 1.134, -0.039], [0.503, -0.178, -0.024], [-0.347, -0.615, 0.807], [-0.377, 0.647, -0.137], [0.704, -0.345, 0.196], [-0.005, -0.229, -0.664], [0.042, 0.470, 0.271], [-0.094, 0.080, 0.597], [-0.169, 0.685, 0.169], [0.597, 0.212, 0.056], [-0.569, 0.203, -0.043], [0.574, -0.018, -0.258], [0.110, 0.033, -0.118], [-0.093, -1.717, 0.087], [-0.018, 0.558, -0.135], [0.952, -1.245, 0.629], [-2.210, -1.239, -0.776], [0.071, -0.143, 0.968], [0.113, 0.340, 0.137], [0.835, -0.404, 0.010], [0.381, -0.467, -0.180], [-1.945, 2.301, 1.438], [0.627, 0.139, 1.375], [0.060, -0.223, 0.058], [-0.317, 0.478, -0.133], [-0.022, 0.013, 0.429], [0.946, -0.205, -0.208], [0.005, 0.563, 0.505], [-0.342, -0.484, 0.337], [-0.105, 0.411, -0.787], [0.495, 0.602, -0.105], [0.538, -0.109, 0.345], [0.294, 0.177, -0.330], [0.035, -0.309, -0.316], [-0.037, 0.647, -0.427], [0.076, -0.657, -0.760], [0.067, 0.096, -0.460], [0.675, -0.393, -0.351], [-0.102, 0.225, -0.542], [-0.708, 0.028, -0.383], [0.517, 0.478, -0.093], [-0.370, 0.067, 0.329], [-0.293, 0.472, -0.612], [1.269, -0.488, -0.150], [-0.938, -1.609, -0.451], [2.331, 1.813, -0.056], [1.020, -0.129, -0.439], [-0.120, -1.112, 1.037], [-0.337, -0.722, -0.255], [0.562, 1.439, -1.225], [0.633, -1.104, 0.614], [-0.763, -0.148, -0.553], [-0.211, 0.280, 0.139], [-0.707, -0.079, 0.257], [-1.002, 0.895, 0.222], [0.920, 0.428, 0.053], [-0.185, 0.280, 0.224], [0.269, 0.231, 0.385], [-0.309, 0.366, 0.203], [-0.163, -0.339, 0.346], [-0.821, -0.090, -0.588], [0.849, 0.501, -0.672], [-0.426, -0.185, 0.316], [-0.111, -0.345, 0.662], [-0.150, 0.106, -0.022], [0.120, 0.019, 0.360], [-0.276, -0.320, 0.248], [0.156, -0.026, 0.173], [-0.242, -0.123, -0.189], [-0.410, -0.165, 0.628], [-0.092, -0.091, -1.353], [-0.395, 0.633, -0.170], [-0.347, 0.057, 0.267], [-1.079, -1.477, 0.242], [-0.668, 0.419, 0.199], [0.892, -0.193, 0.457], [0.666, -0.503, -0.262], [0.411, -0.315, 0.168], [-2.030, 0.236, -1.087], [2.825, 0.960, -1.514], [0.805, 4.113, 2.437], [-3.620, -4.623, -0.215], [0.812, 0.443, -1.282], [0.682, -0.035, 0.148], [1.087, 1.382, 3.512], [-0.108, -0.607, -0.686], [-0.921, -0.757, -0.876], [0.223, 0.990, -1.182], [1.031, -1.272, 2.010], [-0.213, 0.346, -0.028], [-1.408, -0.372, 0.657], [1.206, -0.077, -1.458], [0.548, -1.088, -1.228], [-2.711, 0.491, 0.412], [0.069, -0.359, -0.589], [3.949, 1.653, -3.217], [-4.020, 2.536, 5.225], [-0.281, -1.085, -1.096], [0.606, -2.149, -0.066], [0.087, 0.188, -0.312], [0.438, 0.576, 0.310], [0.607, -0.098, -0.332], [-0.040, 0.684, -0.330], [0.481, -0.096, -0.580], [0.455, -0.614, 0.452], [-0.331, 0.909, -0.846], [-0.807, -0.343, 0.069], [-0.413, -1.412, 0.085], [-1.764, -0.767, -0.331], [-0.017, 1.750, 0.483], [0.242, -1.525, 5.849], [2.423, -1.790, -6.163], [0.645, 2.610, -0.569], [-0.788, 1.296, 0.446], [-0.407, -1.366, 1.726], [-0.045, 0.078, -0.367], [0.453, 0.930, -0.462], [-0.083, 0.375, 0.229], [2.101, -1.521, -3.600], [-1.331, 0.866, 1.365], [0.174, 0.391, 0.659], [-1.087, 0.724, 0.602], [-0.203, 0.298, 0.298], [-0.500, -1.341, -0.685], [-0.406, 1.115, 1.208], [-0.714, -2.341, 1.929], [3.535, 1.278, -0.038], [-2.077, 0.176, -2.424], [-0.126, 1.134, -0.466], [1.838, -3.338, 0.877], [-0.363, -0.101, -0.287], [-1.458, 1.018, 0.511], [0.550, 1.664, -0.046], [0.322, -0.421, -0.581], [-0.355, -0.873, 0.313], [-0.042, 0.339, 0.570], [0.070, -0.576, 0.324], [-1.656, 1.999, 0.671], [1.110, -0.546, -1.286], [1.578, -1.103, -1.420], [-4.002, 1.520, -1.867], [4.688, 1.330, 4.346], [-0.341, -2.573, -0.385], [-0.218, -0.852, 0.064], [-1.366, 1.144, 0.311], [-1.180, -0.214, -1.180], [0.602, 1.064, 0.160], [0.786, -0.200, -0.087]]
}

***

{
  "formula": "C12H27BIrN3O2",
  "method": "ωB97M-V/def2-TZVPD",
  "homo_ev": -16.085,
  "homo_lumo_gap_ha": 0.284,
  "energy_ha": -916.854155,
  "total_charge": 2,
  "relative_energy_kj_mol": 10.6,
  "elements": ["Ir", "C", "C", "N", "C", "C", "N", "C", "C", "N", "H", "H", "H", "H", "H", "H", "H", "H", "H", "H", "H", "H", "H", "H", "H", "C", "C", "C", "O", "B", "O", "C", "C", "C", "H", "H", "H", "H", "H", "H", "H", "H", "H", "H", "H", "H"],
  "coordinates": [[1.199974, 0.586140, 0.680792], [0.223485, -1.751183, 2.104409], [-0.696930, -0.586999, 2.380438], [0.111906, 0.675305, 2.359904], [0.934629, 0.963642, 3.586015], [2.284874, 0.249612, 3.546065], [2.874370, 0.399861, 2.197264], [3.568864, -0.783841, 1.657076], [2.595598, -1.900594, 1.282117], [1.194830, -1.399390, 0.988339], [-0.348526, -2.631328, 1.815589], [0.806104, -2.015461, 2.980028], [-1.203180, -0.701499, 3.339739], [-1.443543, -0.479656, 1.593317], [-0.565249, 1.433695, 2.272250], [0.347150, 0.688313, 4.462550], [1.079289, 2.043903, 3.607693], [2.188206, -0.809283, 3.770941], [2.941126, 0.668047, 4.308961], [3.532189, 1.172836, 2.194959], [4.312556, -1.186431, 2.349536], [4.102297, -0.443528, 0.768885], [2.510822, -2.639557, 2.077178], [2.968675, -2.418093, 0.400423], [0.860618, -1.873676, 0.151900], [-0.517953, -0.610013, -3.638512], [-0.938181, 0.670502, -2.945032], [-1.010375, 1.822284, -3.920146], [0.144195, 0.971311, -1.955802], [-0.313249, 0.514099, -0.770009], [-1.591030, 0.088567, -0.722983], [-2.191713, 0.511101, -2.019281], [-2.908810, 1.818843, -1.739795], [-3.167344, -0.556912, -2.459490], [0.452750, -0.459219, -4.108903], [-1.231612, -0.880505, -4.415777], [-0.445822, -1.445207, -2.938640], [-0.110364, 1.847111, -4.532250], [-1.115128, 2.777873, -3.412278], [-1.864428, 1.689837, -4.586559], [-2.219758, 2.593779, -1.399564], [-3.660145, 1.654478, -0.968307], [-3.416171, 2.183821, -2.631530], [-2.697175, -1.534895, -2.534220], [-3.589968, -0.300099, -3.431598], [-3.987854, -0.617592, -1.745692]],
  "forces_ev_per_angstrom": [[-0.488, 0.011, -0.539], [-0.067, -0.062, -0.052], [-0.061, -0.002, -0.063], [-0.382, -0.001, -0.105], [0.099, -0.038, -0.043], [-0.125, 0.058, -0.068], [0.408, 0.173, -0.018], [0.194, 0.107, 0.053], [-0.126, -0.296, -0.011], [0.023, -0.083, 0.236], [0.014, -0.004, -0.031], [-0.018, -0.019, 0.011], [0.048, 0.011, 0.030], [0.003, -0.036, 0.021], [0.023, 0.005, -0.001], [0.057, -0.002, 0.043], [0.049, -0.005, -0.004], [-0.008, -0.013, 0.042], [-0.048, 0.016, 0.035], [0.012, -0.015, 0.070], [-0.008, 0.013, 0.000], [0.042, -0.016, 0.024], [0.013, -0.027, -0.049], [-0.030, -0.007, -0.009], [0.032, 0.088, -0.046], [-0.009, -0.033, -0.006], [0.107, 0.044, 0.047], [-0.069, -0.012, -0.025], [-0.102, 0.019, -0.164], [0.504, 0.248, 0.650], [-0.077, -0.107, 0.013], [-0.046, -0.026, -0.074], [0.016, 0.023, 0.036], [0.010, -0.003, 0.011], [-0.001, -0.008, 0.007], [-0.001, -0.003, -0.004], [-0.002, -0.003, -0.003], [0.010, 0.006, 0.013], [0.006, 0.005, -0.003], [0.008, -0.003, -0.008], [0.000, 0.000, -0.001], [-0.001, 0.009, 0.002], [-0.001, -0.010, -0.006], [-0.010, -0.003, 0.002], [0.008, 0.002, -0.007], [-0.006, -0.002, -0.006]]
}